# 1
C13H25AgAs2PSe4 | ωB97M-V/def2-TZVPD

XYZ file:
```
46
Properties=species:S:1:pos:R:3
Ag -1.701 -1.877 -0.442
C 3.003 -1.800 0.090
As 1.342 -1.056 -0.697
C 1.693 -1.634 -2.532
C 1.894 0.836 -0.842
C 3.230 1.216 -0.934
C 3.597 2.554 -0.945
C 2.618 3.531 -0.863
C 1.281 3.167 -0.790
C 0.898 1.828 -0.786
As -0.977 1.215 -0.706
C -1.886 2.931 -0.328
C -1.319 1.251 -2.632
H 3.858 -1.752 -0.585
H 2.792 -2.846 0.317
H 3.236 -1.277 1.017
H 2.691 -1.366 -2.882
H 0.942 -1.203 -3.192
H 1.562 -2.716 -2.539
H 3.994 0.449 -0.990
H 4.643 2.826 -1.021
H 2.893 4.580 -0.857
H 0.524 3.941 -0.737
H -1.699 3.678 -1.099
H -1.592 3.316 0.648
H -2.952 2.701 -0.309
H -1.050 2.212 -3.070
H -2.385 1.058 -2.761
H -0.769 0.451 -3.125
Se -4.118 -0.881 -1.114
Se -4.351 -3.000 -0.181
Se -3.290 -4.459 -1.591
Se -1.001 -4.293 -1.207
C -1.359 -2.627 3.318
P -1.343 -1.299 2.055
C 0.057 -0.278 2.677
C -2.756 -0.265 2.593
H -1.381 -2.229 4.335
H -0.471 -3.243 3.174
H -2.237 -3.251 3.144
H -0.097 0.008 3.719
H 0.137 0.617 2.056
H 0.986 -0.843 2.585
H -2.699 -0.020 3.657
H -3.685 -0.795 2.382
H -2.751 0.643 1.989
```

## Properties
- orbital gap (eV) = 6.0
- total charge = -1
- spin multiplicity = 1
- molecular weight (g/mol) = 785.9
- HOMO (hartree) = -0.1253
- F_max (eV/A) = 1.03

=====

# 2
C13H25ErINO4P2 | ωB97M-V/def2-TZVPD

XYZ file:
```
47
Properties=species:S:1:pos:R:3
C 5.181 1.357 -5.727
C 4.428 0.439 -4.812
H 5.842 0.771 -6.365
H 5.795 2.054 -5.145
H 4.485 1.910 -6.368
O 4.479 -0.772 -4.729
I 3.036 1.461 -3.430
Er -0.066 0.807 -0.034
P -1.814 -0.112 -1.783
C -2.797 -1.640 -1.786
C -2.959 1.323 -1.516
H -3.677 1.322 -2.361
H -1.886 0.243 -4.137
H -2.390 2.273 -1.442
H -0.422 1.100 -3.399
H -3.243 -1.736 -0.772
H -3.476 1.192 -0.548
C -1.040 0.177 -3.422
H -3.543 -1.501 -2.602
H -0.368 -0.679 -3.623
H -2.073 -2.464 -1.964
P 1.897 0.283 1.668
C 2.133 -1.115 2.807
C 3.443 0.656 0.749
H 1.339 2.676 2.014
H 2.414 1.965 3.318
H 0.618 1.632 3.276
C 1.529 1.804 2.673
H 3.273 1.494 0.040
H 4.196 0.893 1.528
H 2.979 -0.811 3.466
H 2.358 -1.991 2.161
H 3.696 -0.246 0.157
H 1.165 -1.269 3.334
C -0.455 -1.870 0.704
O -0.667 -2.944 1.026
O -1.793 -0.999 2.843
C -2.014 0.151 2.634
C -2.869 1.124 3.415
C -2.740 2.483 2.690
C -1.799 2.202 1.565
O -1.295 2.956 0.680
N -1.464 0.887 1.572
H -3.909 0.796 3.462
H -2.536 1.203 4.453
H -3.713 2.831 2.340
H -2.362 3.258 3.358
```

## Properties
- orbital gap (alpha / beta) (eV) = 8.0 / 8.1
- total charge = +2
- spin multiplicity = 4
- <S²> = 3.753
- molecular weight (g/mol) = 615.5
- HOMO (alpha / beta) (hartree) = -0.5449 / -0.5449
- F_max (eV/A) = 4.28

=====

# 3
C13H25IN4O4PS | ωB97M-V/def2-TZVPD

XYZ file:
```
49
Properties=species:S:1:pos:R:3
C 5.617 2.348 0.240
C 3.986 2.434 0.063
S 3.372 3.967 -0.831
C 1.671 3.670 -1.611
C 0.550 3.088 -0.567
N 0.712 1.920 0.382
C -0.586 1.767 1.162
C -0.494 0.551 2.258
C -1.936 -0.054 2.749
C -2.559 -1.232 1.795
C -1.485 -2.374 1.308
O -1.491 -2.391 -0.162
C -0.180 -2.052 -0.735
C -0.203 -0.985 -2.020
O 1.006 -2.543 -0.365
N -1.672 2.763 0.821
C -1.013 3.603 -0.264
P -1.803 5.073 -1.196
O -3.520 4.737 -1.474
I -1.790 7.150 0.169
H 6.208 2.750 -0.687
H 5.923 2.834 1.263
H 5.891 1.192 0.332
H 3.495 2.471 1.151
H 3.618 1.442 -0.438
H 1.345 4.721 -2.056
H 1.783 2.919 -2.509
H 1.503 1.271 0.581
H 0.266 -0.237 1.845
H 0.019 1.020 3.229
H -1.802 -0.423 3.876
H -2.736 0.829 2.817
H -3.153 -0.822 0.848
H -3.390 -1.784 2.451
H -0.427 -2.304 1.803
H -1.934 -3.425 1.651
H 0.799 -0.971 -2.624
H -1.028 -1.411 -2.766
H -0.588 0.085 -1.708
H -2.616 2.811 1.263
H -4.018 5.107 -0.686
C -1.358 -6.086 -1.671
O -2.396 -5.842 -2.265
N -0.623 -7.187 -1.913
N -0.854 -5.276 -0.722
H 0.234 -7.405 -1.435
H -0.967 -7.823 -2.620
H -1.376 -4.436 -0.510
H -0.001 -5.460 -0.223
```

## Properties
- orbital gap (eV) = 7.2
- total charge = +1
- spin multiplicity = 1
- molecular weight (g/mol) = 491.3
- HOMO (hartree) = -0.4184
- F_max (eV/A) = 8.46

=====

# 4
C13H25N2O4PS2 | ωB97M-V/def2-TZVPD

XYZ file:
```
47
Properties=species:S:1:pos:R:3
C -0.576 4.680 2.767
C -1.397 4.148 1.594
N -0.634 4.026 0.348
C 0.579 3.177 0.469
C 0.468 1.921 1.358
C -1.463 3.620 -0.727
S -1.966 4.758 -1.760
S -2.047 1.918 -0.980
C -1.021 1.169 -2.293
C 0.123 0.261 -1.825
C -0.238 -0.708 -0.700
N -1.103 -1.798 -1.206
C -2.306 -2.019 -0.383
C -2.006 -2.634 0.988
O -2.518 -3.631 1.286
O -1.147 -2.008 1.866
C -0.421 -3.025 -1.380
O -0.711 -3.735 -2.248
O 0.536 -3.387 -0.465
P 1.973 -3.987 -1.174
C 2.484 -5.343 -0.028
C 3.326 -2.740 -0.986
H 0.316 4.088 2.961
H -1.192 4.596 3.665
H -0.321 5.733 2.657
H -1.923 3.233 1.894
H -2.175 4.893 1.405
H 0.810 2.830 -0.540
H 1.392 3.833 0.779
H 0.838 2.110 2.367
H -0.545 1.548 1.470
H 1.098 1.136 0.940
H -0.586 1.996 -2.860
H -1.676 0.660 -2.995
H 0.392 -0.363 -2.686
H 1.033 0.805 -1.568
H -0.760 -0.231 0.123
H 0.702 -1.066 -0.268
H -2.975 -2.702 -0.897
H -2.855 -1.078 -0.312
H -0.261 -2.338 1.642
H 3.538 -5.536 -0.237
H 2.419 -5.030 1.017
H 1.908 -6.234 -0.257
H 3.275 -1.933 -1.713
H 3.361 -2.315 0.025
H 4.254 -3.295 -1.131
```

## Properties
- SMILES = CCN(CC)C(=S)SCCCN(CC(=O)O)C(=O)OP(C)C
- ΔE to the lowest compared entry with this formula, charge and spin (eV) = 0.000
- orbital gap (eV) = 7.8
- spin multiplicity = 1
- molecular weight (g/mol) = 368.5
- HOMO (hartree) = -0.3062
- F_max (eV/A) = 3.71

=====

# 5
C13H25N3O4 | ωB97M-V/def2-TZVPD

XYZ file:
```
45
Properties=species:S:1:pos:R:3
O 0.661 -3.212 -2.394
O 0.402 2.943 2.786
O 1.789 0.601 0.363
O 0.148 0.961 5.157
C 1.422 -2.159 -2.350
C 1.111 2.043 2.759
C 0.691 0.120 0.475
N 2.435 2.055 2.949
N -0.086 0.219 1.532
N 1.096 -0.967 -1.798
C 2.734 -2.117 -3.011
C 3.139 3.284 3.199
C -1.444 2.405 -0.290
C -0.746 -1.064 4.034
C -1.866 -0.850 -2.478
C -1.241 1.539 -1.549
C 0.518 0.616 2.764
C 0.106 -0.605 -0.740
C -0.392 0.424 3.932
C -1.291 0.022 -1.270
H 0.817 0.509 5.531
H 2.980 1.158 2.987
H -0.965 -0.373 1.622
H 1.790 -0.305 -1.791
H 3.412 -2.132 -2.164
H 2.822 -3.070 -3.437
H 2.779 -1.173 -3.674
H 2.547 4.049 3.685
H 4.111 3.130 3.671
H 3.441 3.727 2.206
H -1.972 3.227 -0.504
H -1.981 1.836 0.476
H -0.503 2.713 -0.013
H -1.663 -1.390 3.567
H -0.713 -1.357 5.132
H -0.041 -1.807 3.599
H -2.817 -0.529 -2.939
H -1.160 -0.810 -3.405
H -1.832 -1.916 -2.233
H -2.029 1.816 -2.154
H -0.386 1.848 -2.093
H 1.460 0.000 3.016
H -0.197 -1.619 -0.418
H -1.242 0.958 3.803
H -1.806 -0.194 -0.387
```

## Properties
- SMILES = CC[C@@H](C)[C@@H](NC(C)=O)C(=O)N[C@@H](C(=O)NC)[C@@H](C)O
- ΔE to the lowest compared entry with this formula, charge and spin (eV) = 3.239
- orbital gap (eV) = 9.9
- spin multiplicity = 1
- molecular weight (g/mol) = 287.4
- HOMO (hartree) = -0.3465
- F_max (eV/A) = 6.99